1.
C34H43Cl2N2OP3Pd | ωB97M-V/def2-TZVPD

**Net charge**: +2
**2S+1**: 5
**E_HOMO (alpha / beta)**: -0.3873 / -0.4649 Eh
**⟨S²⟩**: 6.02
**Gap between HOMO and LUMO (alpha / beta)**: 5.38 / 3.48 eV

Each line ends with the Löwdin charge.
Element x y z (Å)
P: 1.20 1.64 -5.86  1.24
C: 2.87 1.83 -6.65  -0.35
C: 3.30 1.20 -7.83  -0.06
H: 2.66 0.51 -8.37  0.11
C: 4.59 1.45 -8.34  -0.04
H: 4.91 0.95 -9.25  0.12
C: 5.45 2.33 -7.68  -0.03
H: 6.46 2.51 -8.08  0.13
C: 5.03 2.96 -6.51  -0.05
H: 5.70 3.64 -5.99  0.12
C: 3.76 2.71 -6.00  -0.09
H: 3.43 3.21 -5.08  0.11
C: 0.54 0.29 -6.93  -0.37
C: 0.87 -1.02 -6.51  -0.11
H: 1.46 -1.16 -5.61  0.10
C: 0.45 -2.12 -7.25  -0.06
H: 0.71 -3.13 -6.92  0.12
C: -0.31 -1.95 -8.42  -0.05
H: -0.64 -2.82 -8.99  0.12
C: -0.64 -0.66 -8.84  -0.05
H: -1.23 -0.52 -9.74  0.12
C: -0.22 0.45 -8.10  -0.06
H: -0.49 1.45 -8.46  0.11
C: 0.36 3.08 -6.67  -0.35
C: 0.88 3.87 -7.72  -0.06
H: 1.87 3.68 -8.12  0.11
C: 0.13 4.91 -8.27  -0.04
H: 0.55 5.51 -9.07  0.12
C: -1.16 5.19 -7.79  -0.04
H: -1.74 6.01 -8.22  0.12
C: -1.68 4.42 -6.75  -0.06
H: -2.68 4.63 -6.37  0.12
C: -0.93 3.39 -6.18  -0.10
H: -1.34 2.81 -5.36  0.09
Pd: -0.11 -0.19 0.16  0.49
C: -1.89 -0.88 -0.51  -0.21
C: -2.24 -0.97 -1.78  -0.36
H: -2.49 -1.18 0.36  0.02
C: -1.34 -0.38 -2.88  -0.40
O: -2.20 0.54 -3.57  -0.07
H: -1.71 0.92 -4.34  0.09
C: -0.07 0.34 -2.48  -0.10
H: -1.16 -1.21 -3.58  0.14
C: 0.90 1.04 -2.97  0.04
Cl: -0.69 -0.99 2.36  0.07
Cl: 2.06 0.76 0.57  0.06
P: 1.33 -1.99 0.00  0.60
C: 2.21 -2.48 1.51  -0.28
H: 1.48 -2.64 2.30  0.01
H: 2.87 -1.65 1.80  0.03
H: 2.80 -3.38 1.33  0.06
C: 0.33 -3.44 -0.43  -0.26
H: -0.17 -3.27 -1.39  0.03
H: -0.44 -3.57 0.35  0.04
H: 0.96 -4.33 -0.49  0.06
C: 2.58 -1.93 -1.32  -0.27
H: 3.25 -1.09 -1.13  0.02
H: 2.08 -1.76 -2.28  0.02
H: 3.13 -2.87 -1.35  0.06
P: -3.91 -1.73 -2.15  0.90
C: -4.47 -2.63 -0.70  -0.17
C: -3.68 -2.84 -3.55  -0.17
H: -4.57 -1.94 0.15  0.07
H: -3.76 -3.43 -0.45  0.08
H: -5.45 -3.08 -0.93  0.08
H: -3.26 -2.28 -4.39  0.06
H: -4.66 -3.26 -3.82  0.07
H: -3.00 -3.65 -3.26  0.07
C: -5.03 -0.39 -2.54  -0.16
H: -5.18 0.22 -1.64  0.08
H: -5.99 -0.81 -2.87  0.07
H: -4.58 0.22 -3.33  0.06
H: 1.68 1.54 -2.36  0.05
N: -2.48 5.45 1.67  0.14
C: -1.93 4.26 1.31  -0.31
C: -1.09 3.55 2.19  0.01
C: -0.57 2.33 1.79  -0.17
N: -0.87 1.77 0.59  -0.13
C: -1.63 2.45 -0.29  -0.12
C: -2.19 3.69 0.04  -0.01
H: -2.29 5.85 2.58  0.11
H: -3.09 5.96 1.06  0.11
H: -0.84 3.94 3.18  0.12
H: 0.09 1.73 2.42  0.06
H: -1.80 1.98 -1.26  0.09
H: -2.84 4.20 -0.68  0.11

2.
C34H43Cl2N3O10S2SiTa | ωB97M-V/def2-TZVPD

**Energy relative to the best compared isomer or geometry (same formula, charge and spin)**: 1.6611 eV
**Net charge**: -1
**2S+1**: 1
**E_HOMO**: -0.2039 Eh
**Gap between HOMO and LUMO**: 7.28 eV

Each line ends with the Löwdin charge.
Element x y z (Å)
Ta: -0.24 -0.21 -0.17  1.77
Cl: -6.72 -0.37 -4.04  0.63
C: -5.17 -0.54 -3.24  -0.66
C: -4.59 -1.81 -3.14  -0.09
C: -3.35 -1.96 -2.57  0.02
C: -2.63 -0.85 -2.10  -0.32
O: -1.40 -1.02 -1.67  -0.24
C: -3.24 0.41 -2.19  -0.13
C: -2.52 1.60 -1.80  -0.17
O: -1.35 1.60 -1.46  -0.12
C: -4.52 0.56 -2.75  -0.04
H: -5.13 -2.67 -3.50  0.11
H: -2.88 -2.93 -2.49  0.13
H: -3.05 2.55 -1.86  0.15
H: -4.96 1.54 -2.82  0.12
N: 4.57 -0.99 6.65  0.15
C: 3.97 -0.87 5.68  -0.17
C: 3.20 -0.72 4.45  -0.23
C: 2.03 0.01 4.44  0.01
C: 1.35 0.15 3.24  -0.10
N: 1.78 -0.38 2.10  0.05
C: 2.90 -1.10 2.12  -0.11
C: 3.65 -1.29 3.27  0.00
H: 1.64 0.45 5.35  0.12
H: 0.42 0.70 3.20  0.08
H: 3.21 -1.54 1.19  0.08
H: 4.56 -1.88 3.24  0.12
O: -2.17 0.11 0.56  -0.41
S: -1.77 1.32 1.45  0.43
O: -1.77 1.02 2.84  -0.27
O: -0.23 1.36 0.96  -0.50
O: -2.45 2.51 1.05  -0.25
C: 4.29 -0.09 -3.27  -0.11
C: 3.04 -0.54 -2.50  -0.60
C: 2.33 -1.63 -3.33  -0.12
C: 3.63 -1.27 -1.28  -0.14
Si: 1.72 0.84 -2.04  0.86
C: 0.91 1.45 -3.74  -0.59
C: -0.18 0.48 -4.21  -0.10
C: 0.24 2.84 -3.63  -0.11
C: 1.90 1.58 -4.91  -0.11
C: 2.63 2.37 -1.23  -0.62
C: 3.48 1.88 -0.04  -0.11
C: 1.63 3.38 -0.64  -0.10
C: 3.56 3.15 -2.17  -0.10
H: 4.84 -0.99 -3.59  0.08
H: 4.97 0.47 -2.62  0.07
H: 4.10 0.51 -4.15  0.05
H: 2.99 -2.50 -3.43  0.08
H: 2.10 -1.29 -4.34  0.06
H: 1.39 -1.96 -2.88  0.05
H: 4.28 -2.08 -1.64  0.09
H: 2.87 -1.72 -0.65  0.01
H: 4.25 -0.62 -0.66  0.05
H: -1.03 0.47 -3.55  0.04
H: 0.17 -0.55 -4.31  0.06
H: -0.54 0.80 -5.20  0.09
H: -0.42 2.94 -2.77  0.05
H: -0.36 2.99 -4.54  0.08
H: 0.97 3.64 -3.59  0.06
H: 2.26 0.62 -5.27  0.06
H: 2.76 2.21 -4.68  0.06
H: 1.37 2.06 -5.75  0.08
H: 2.92 1.22 0.63  0.05
H: 3.80 2.75 0.55  0.08
H: 4.38 1.36 -0.37  0.06
H: 0.90 2.93 0.03  0.05
H: 1.08 3.93 -1.40  0.06
H: 2.20 4.13 -0.06  0.08
H: 4.34 2.55 -2.62  0.06
H: 4.05 3.95 -1.59  0.08
H: 3.01 3.64 -2.97  0.06
O: 0.94 -3.80 1.03  -0.44
S: 0.29 -3.24 -0.14  0.88
N: 0.73 -1.81 -0.47  -0.56
C: -4.29 0.50 4.62  -0.03
C: -4.80 -0.20 3.39  -0.19
C: -5.96 0.21 2.74  -0.07
C: -6.41 -0.46 1.61  -0.66
Cl: -7.91 0.06 0.86  0.61
C: -5.71 -1.52 1.09  -0.10
C: -4.54 -1.94 1.71  0.00
C: -4.11 -1.30 2.86  -0.24
O: -3.03 -1.70 3.58  -0.01
C: -2.25 -2.74 3.04  -0.09
C: -1.49 -2.33 1.81  -0.62
O: -1.72 -2.93 0.72  -0.14
O: -0.61 -1.45 1.94  -0.10
H: -4.93 1.35 4.86  0.08
H: -3.27 0.85 4.46  0.06
H: -4.27 -0.17 5.48  0.08
H: -6.51 1.06 3.12  0.11
H: -6.06 -2.02 0.19  0.10
H: -3.95 -2.74 1.28  0.10
H: -2.83 -3.64 2.84  0.14
H: -1.51 -2.94 3.81  0.15

3.
C34H43Cl3GeN7OOsS | ωB97M-V/def2-TZVPD

**Net charge**: +4
**2S+1**: 2
**E_HOMO (alpha / beta)**: -0.6966 / -0.6979 Eh
**⟨S²⟩**: 1.12
**Gap between HOMO and LUMO (alpha / beta)**: 5.08 / 4.94 eV

Each line ends with the Löwdin charge.
Element x y z (Å)
Os: 0.12 0.24 0.13  1.63
C: -1.30 5.56 4.39  -0.01
C: -2.45 4.85 3.65  -0.55
C: -3.41 4.20 4.68  -0.01
C: -3.22 5.86 2.80  -0.04
C: -1.86 3.74 2.82  -0.07
C: -1.10 2.72 3.41  0.06
C: -0.56 1.72 2.66  -0.05
N: -0.72 1.65 1.31  -0.08
C: -1.45 2.64 0.70  -0.15
C: -2.02 3.66 1.43  0.11
C: -1.60 2.47 -0.74  -0.18
C: -2.24 3.38 -1.57  0.10
C: -2.32 3.15 -2.95  -0.09
C: -1.71 1.98 -3.42  0.05
C: -1.07 1.13 -2.56  -0.12
N: -1.02 1.34 -1.22  -0.10
C: -3.02 4.10 -3.89  -0.55
C: -3.62 5.30 -3.17  -0.04
C: -4.13 3.33 -4.62  -0.01
C: -1.97 4.59 -4.92  -0.01
H: -1.73 6.36 4.99  0.11
H: -0.59 6.00 3.69  0.10
H: -0.77 4.89 5.06  0.09
H: -3.84 5.00 5.28  0.11
H: -2.89 3.52 5.35  0.09
H: -4.23 3.67 4.19  0.10
H: -3.61 6.64 3.45  0.11
H: -4.07 5.41 2.29  0.10
H: -2.58 6.36 2.07  0.10
H: -0.93 2.71 4.48  0.14
H: 0.05 0.95 3.12  0.12
H: -2.60 4.41 0.92  0.12
H: -2.68 4.26 -1.14  0.12
H: -1.73 1.74 -4.47  0.14
H: -0.59 0.23 -2.91  0.07
H: -4.39 5.00 -2.45  0.10
H: -4.10 5.95 -3.90  0.11
H: -2.87 5.90 -2.65  0.10
H: -4.87 2.94 -3.92  0.10
H: -3.74 2.50 -5.22  0.09
H: -4.64 4.01 -5.30  0.11
H: -1.15 5.12 -4.43  0.10
H: -2.45 5.29 -5.60  0.11
H: -1.56 3.77 -5.51  0.09
N: 2.42 -1.40 3.16  0.24
C: 3.46 -0.58 2.71  -0.14
C: 4.76 -0.42 3.17  0.04
C: 5.52 0.51 2.50  -0.01
C: 5.01 1.27 1.44  -0.02
C: 3.71 1.11 0.99  0.00
C: 2.94 0.16 1.64  -0.18
N: 1.61 -0.25 1.47  -0.03
C: 1.35 -1.17 2.41  -0.23
C: -0.01 -1.67 2.44  -0.28
C: -0.68 -2.58 3.19  -0.24
S: -2.33 -2.63 2.72  1.23
C: -2.05 -1.46 1.54  -0.42
N: -0.80 -1.04 1.49  -0.22
H: 2.48 -2.05 3.94  0.20
H: 5.16 -0.99 3.99  0.14
H: 6.55 0.68 2.82  0.13
H: 5.64 2.01 0.97  0.13
H: 3.32 1.72 0.18  0.10
H: -0.31 -3.20 3.99  0.11
H: -2.83 -1.09 0.89  0.11
Cl: -0.23 -3.20 -4.64  0.22
Ge: -0.21 -3.72 -2.62  0.01
Cl: -1.57 -5.20 -2.03  0.24
Cl: -0.79 -1.79 -1.40  0.20
C: 2.10 2.70 -2.08  0.00
N: 2.85 1.51 -2.44  -0.05
C: 3.93 1.72 -3.43  -0.10
C: 5.06 0.75 -3.17  -0.12
C: 4.50 -0.66 -3.18  -0.10
N: 3.36 -0.76 -2.25  -0.04
C: 3.10 -2.09 -1.73  -0.01
C: 2.60 0.30 -1.96  -0.40
O: 1.59 0.11 -1.15  -0.27
H: 2.80 3.47 -1.75  0.11
H: 1.40 2.50 -1.27  0.06
H: 1.55 3.09 -2.94  0.11
H: 4.26 2.75 -3.32  0.14
H: 3.52 1.60 -4.43  0.15
H: 5.53 0.96 -2.21  0.13
H: 5.83 0.85 -3.94  0.14
H: 5.25 -1.38 -2.85  0.14
H: 4.17 -0.95 -4.18  0.15
H: 4.00 -2.48 -1.26  0.11
H: 2.85 -2.77 -2.56  0.09
H: 2.29 -2.08 -1.01  0.06

E? In order: -97355.0093 -117051.0959 -155786.5110 eV.
Largest force on an atom? In order: 5.31 3.65 0.79 eV/A.